A 16-piece molecular cluster, C33H69Br30O3PSSi overall, computed with ωB97M-V/def2-TZVPD.

XYZ file:
```
138
Properties=species:S:1:pos:R:3:forces:R:3:lowdin_charge:R:1
O 1.476727 -5.915707 0.124883 -0.3 -0.1 -0.1 -0.5497
P 2.652908 -5.186084 0.684516 -0.5 -0.3 -0.4 0.5326
Si 3.121569 -3.247394 -0.432109 0.1 -0.1 -0.1 0.2252
S 1.673114 -3.066261 -1.991009 -0.2 0.6 0.2 0.3995
C 2.988767 -1.823465 0.788112 -0.1 -0.2 -1.3 -0.3555
C 2.870990 -0.469771 0.076243 -0.2 -0.5 0.8 -0.1611
C 3.351108 0.717004 0.860399 -0.3 0.9 -0.1 -0.4920
O 3.156260 1.845607 0.479340 0.3 -0.3 0.1 0.0985
O 4.007034 0.470689 2.030081 0.1 -0.6 -0.4 0.0233
H 2.458816 -4.868756 2.040700 0.4 0.1 0.2 -0.0562
H 3.835217 -5.959502 0.647778 0.1 0.1 0.3 -0.0307
H 4.484019 -3.315669 -1.008755 0.1 -0.1 0.1 -0.0439
H 1.944421 -4.113231 -2.770722 0.3 -0.3 0.2 -0.1818
H 3.876182 -1.887391 1.399642 0.2 0.0 0.4 0.0416
H 2.106170 -2.012786 1.377391 -0.2 0.0 0.6 0.0358
H 3.386913 -0.465134 -0.875538 0.2 0.2 -0.3 0.1155
H 1.828887 -0.270864 -0.135232 -0.3 0.1 -0.3 0.1057
H 4.908217 0.824563 1.921852 0.0 0.3 0.5 -0.0300
Br -1.839114 -4.013796 -2.091429 0.0 0.1 -0.2 0.6482
C -2.077241 -4.250195 -0.186088 -0.1 -0.2 -0.1 -0.7060
C -2.421516 -2.965107 0.516470 0.1 -0.1 0.1 -0.6628
Br -0.877910 -1.806891 0.693650 0.1 0.2 0.0 0.6443
H -1.156680 -4.710463 0.171408 0.0 0.1 0.1 0.0396
H -2.903187 -4.951493 -0.079658 0.0 0.1 0.0 -0.0139
H -2.755666 -3.169107 1.532053 0.0 0.0 0.0 0.0504
H -3.179363 -2.388989 -0.003839 0.0 0.0 -0.1 0.0557
Br -0.023911 -4.242542 3.995481 0.0 -0.1 -0.2 0.5678
C -1.198245 -5.574704 3.197187 0.1 0.1 0.1 -0.7067
C -1.825558 -6.445475 4.253525 0.0 -0.2 0.0 -0.7210
Br -0.555638 -7.744766 4.941894 0.0 -0.1 0.0 0.5891
H -0.603282 -6.135709 2.480012 0.0 0.0 0.0 0.0468
H -1.956560 -5.007419 2.667610 -0.1 0.0 0.0 0.0018
H -2.640406 -7.028615 3.836119 0.1 0.0 0.0 -0.0164
H -2.185582 -5.880899 5.108347 0.0 0.1 0.0 0.0192
Br -0.303117 3.695713 -0.408962 0.1 -0.1 0.0 0.5989
C 1.235230 4.635117 0.322885 -0.1 -0.1 0.0 -0.6990
C 1.263963 6.076767 -0.099520 0.1 0.1 0.0 -0.7174
Br 1.834708 6.313707 -1.943028 -0.1 -0.1 -0.1 0.5835
H 2.112597 4.077923 0.012524 0.0 0.0 0.0 0.0326
H 1.131033 4.580614 1.402265 0.0 0.0 0.0 -0.0141
H 1.989152 6.629861 0.493061 0.0 0.0 0.0 -0.0112
H 0.292531 6.551232 -0.016386 0.0 0.0 0.0 0.0438
Br 1.424840 9.666943 1.053513 0.0 0.0 0.0 0.6366
C 3.097105 9.538231 2.039389 -0.1 0.1 0.0 -0.6842
C 4.291382 9.650027 1.131128 0.2 -0.2 0.0 -0.6789
Br 4.587217 8.016719 0.118625 -0.1 0.2 -0.1 0.6127
H 3.073215 8.595911 2.576693 0.0 0.0 0.0 0.0489
H 3.080861 10.362101 2.748516 0.0 0.0 0.0 0.0569
H 5.195982 9.799174 1.716107 0.0 0.0 0.0 0.0584
H 4.190174 10.452757 0.409255 0.0 0.0 0.0 0.0497
Br -0.934669 4.074272 -4.256168 0.0 0.0 0.0 0.5998
C -2.193713 2.768913 -4.969306 0.0 0.3 0.3 -0.7344
C -2.938473 2.040316 -3.885250 0.0 -0.2 0.0 -0.7037
Br -1.838250 0.689878 -3.016771 0.0 0.1 0.0 0.6028
H -1.624629 2.102981 -5.601777 0.0 -0.1 0.0 0.0011
H -2.890343 3.342765 -5.575777 -0.1 0.0 0.0 0.0396
H -3.776005 1.503307 -4.323892 0.0 0.0 0.1 -0.0288
H -3.294846 2.702161 -3.102266 0.0 0.0 0.0 0.0536
Br 0.733456 2.672430 6.983952 0.0 0.0 -0.1 0.5958
C 0.610892 2.363347 5.064728 0.1 -0.1 0.1 -0.6991
C 1.791506 2.929620 4.324980 -0.1 0.1 -0.2 -0.6797
Br 1.675502 4.862886 4.148089 0.1 0.1 0.1 0.6395
H -0.332804 2.787323 4.739757 0.0 0.1 0.0 0.0542
H 0.588949 1.285175 4.943461 0.0 0.0 0.0 -0.0220
H 1.818232 2.549748 3.305569 0.0 0.0 0.0 0.0517
H 2.735661 2.713933 4.812736 0.0 0.0 0.0 0.0519
Br -2.812259 -7.801931 8.780813 0.1 0.0 0.0 0.6041
C -1.313221 -6.927927 9.658641 -0.2 -0.1 0.1 -0.6971
C -1.272840 -5.454722 9.354277 0.2 0.1 -0.1 -0.6904
Br -0.632806 -5.118626 7.550466 0.0 0.1 0.1 0.6233
H -0.416801 -7.441661 9.329106 0.0 0.0 0.0 0.0502
H -1.459838 -7.093766 10.723181 0.0 0.0 0.0 0.0556
H -0.574125 -4.947945 10.015690 0.0 0.0 0.0 0.0561
H -2.249274 -4.989918 9.434280 0.0 0.0 0.0 0.0488
Br 7.034729 1.644873 2.078023 0.1 0.1 0.0 0.7179
C 6.551820 2.839262 0.605927 0.0 -0.1 -0.2 -0.6579
C 7.180734 4.193871 0.750337 -0.1 0.2 0.2 -0.7299
Br 6.267818 5.277828 2.081183 0.1 -0.1 0.1 0.6074
H 5.466207 2.883684 0.581926 0.0 0.0 0.0 0.0396
H 6.920327 2.342963 -0.288762 0.0 0.0 0.0 0.0079
H 7.086797 4.749024 -0.178127 -0.1 0.0 0.1 -0.0284
H 8.225752 4.146336 1.036536 0.0 0.0 0.0 0.0556
Br 1.316403 3.916015 -8.638085 0.0 0.0 0.0 0.6089
C -0.398594 4.525820 -9.320265 0.2 0.1 0.1 -0.6988
C -1.520914 4.214638 -8.368434 -0.1 -0.1 0.0 -0.6791
Br -1.994860 2.327338 -8.405892 0.0 0.0 -0.2 0.6489
H -0.534863 4.056848 -10.288354 0.0 0.0 0.0 0.0473
H -0.298924 5.601109 -9.445655 0.0 0.0 0.0 0.0584
H -2.423413 4.748122 -8.657344 0.0 0.0 0.0 0.0623
H -1.269045 4.453711 -7.338914 0.0 0.0 0.0 0.0185
Br -6.543544 0.089944 -2.214282 0.1 0.0 0.0 0.6167
C -7.508775 1.471821 -3.174483 0.0 -0.1 0.1 -0.7286
C -7.758875 1.085144 -4.606331 0.1 0.1 -0.1 -0.6736
Br -6.129079 1.202195 -5.657342 -0.1 0.0 -0.2 0.6541
H -6.907838 2.371384 -3.092551 0.0 0.1 0.0 -0.0137
H -8.449533 1.603054 -2.643386 0.0 0.0 0.0 0.0555
H -8.463549 1.772573 -5.068934 0.0 0.0 0.0 0.0589
H -8.120218 0.067898 -4.709881 0.0 0.0 0.0 0.0513
Br 8.645999 0.475183 -2.378894 -0.1 0.0 0.0 0.6185
C 8.233874 1.601325 -3.911721 0.1 -0.2 0.0 -0.6912
C 8.893643 2.949213 -3.802887 -0.1 0.1 0.0 -0.6741
Br 7.989692 4.062186 -2.490330 0.2 0.0 -0.2 0.7245
H 7.153049 1.674076 -3.960140 0.0 0.0 0.0 0.0521
H 8.602543 1.065052 -4.782387 0.0 0.0 0.0 0.0591
H 8.826612 3.484663 -4.746643 0.0 0.0 0.0 0.0606
H 9.931052 2.885883 -3.494352 0.0 0.0 0.0 0.0514
Br -3.088814 -10.409966 1.651108 -0.1 0.0 0.0 0.6231
C -3.477437 -9.291019 0.108936 0.1 -0.2 0.1 -0.7061
C -2.898251 -7.913735 0.266231 0.0 0.2 -0.1 -0.6502
Br -3.938715 -6.840764 1.520315 -0.3 -0.2 -0.2 0.7318
H -4.555949 -9.277194 -0.005554 0.0 0.0 0.0 0.0475
H -3.025358 -9.791942 -0.743514 0.0 0.0 0.0 0.0619
H -2.932997 -7.373543 -0.678747 0.0 0.0 0.0 0.0157
H -1.877714 -7.924917 0.636263 0.0 0.0 0.0 0.0619
Br -7.011352 3.972661 -0.002863 0.0 0.0 0.0 0.6249
C -7.925446 5.454965 -0.867330 0.0 -0.2 0.2 -0.6899
C -8.232060 5.137280 -2.304807 0.1 0.2 -0.2 -0.6915
Br -6.641622 5.241424 -3.418924 0.0 -0.1 0.0 0.6345
H -7.288511 6.326005 -0.761511 0.0 0.0 0.0 0.0509
H -8.844888 5.603500 -0.306425 0.0 0.0 0.0 0.0584
H -8.929668 5.859106 -2.722436 0.0 0.0 0.0 0.0587
H -8.633238 4.136506 -2.422478 0.0 0.0 0.0 0.0315
Br 1.384216 -1.399102 5.039603 0.1 0.0 0.0 0.6330
C 3.001036 -1.631538 6.093909 -0.1 0.2 0.0 -0.6539
C 4.242307 -1.549049 5.248329 0.1 -0.1 0.0 -0.6714
Br 4.522629 -3.184219 4.226762 0.0 0.1 -0.1 0.6245
H 2.908202 -2.584843 6.603296 0.0 0.0 0.0 0.0538
H 2.983651 -0.826086 6.824826 0.1 0.0 0.0 0.0606
H 5.123306 -1.452855 5.878433 0.0 0.0 0.0 0.0598
H 4.207260 -0.731729 4.535325 0.0 0.0 -0.1 0.0358
Br -4.783568 -7.254599 -3.042908 -0.1 0.0 0.0 0.6266
C -5.139187 -6.262036 -4.682304 0.1 -0.1 0.0 -0.6819
C -4.515464 -4.892916 -4.658927 -0.1 0.1 0.0 -0.7053
Br -5.497489 -3.672902 -3.514298 0.0 0.0 0.0 0.5925
H -6.217283 -6.224480 -4.790283 0.0 0.0 0.0 0.0482
H -4.712139 -6.862212 -5.481925 0.0 0.0 0.0 0.0577
H -4.539005 -4.449474 -5.651523 0.0 0.0 0.0 0.0610
H -3.495115 -4.908396 -4.291032 0.0 0.0 0.0 -0.0070
```
Positions in Å, forces in eV/Å.

Summary:
Calculated total energy = -2170762.8017 eV
HOMO level = -9.06 eV
LUMO = 0.010 Ha
Gap between HOMO and LUMO = 9.34 eV
Maximum force = 1.3 eV/Å


A 5-piece molecular cluster, C33H69F2N5O4S overall, computed with ωB97M-V/def2-TZVPD.

XYZ file:
```
114
Properties=species:S:1:pos:R:3:forces:R:3:lowdin_charge:R:1
O 1.534826 -5.996160 4.376189 -0.6 0.1 2.9 0.2054
C 1.764320 -5.896124 3.243017 0.5 -0.3 -2.0 -0.4356
O 0.776993 -6.107747 2.281115 -0.3 0.4 -0.6 -0.0313
N -0.321643 -5.265320 2.548465 -0.1 -0.4 -0.3 -0.1874
C -0.482202 -4.247251 1.512603 -0.1 0.2 -0.1 -0.1196
C -0.757345 -2.845577 2.089913 0.2 -0.2 -0.1 -0.1595
F -1.196618 -2.901568 3.394341 -0.1 -0.1 0.1 -0.0327
S -1.671625 -6.160626 2.929672 0.2 0.2 0.0 0.6189
O -1.479220 -7.541513 2.685319 -0.1 0.2 0.0 -0.2053
O -2.808096 -5.422270 2.513064 0.0 -0.1 -0.2 -0.2219
F -1.584925 -5.957641 4.446494 -0.2 -0.3 0.8 -0.1025
C 3.067919 -5.619272 2.633783 1.1 0.2 -0.6 -0.1252
C 4.110960 -5.181135 3.473467 0.3 -0.1 -1.0 0.0000
C 5.359996 -4.875464 2.923299 -0.6 -0.3 -0.7 -0.0612
C 5.575952 -5.010941 1.538280 -1.1 -0.2 0.4 -0.0606
C 4.533708 -5.454977 0.702959 0.0 0.1 0.9 -0.0585
C 3.278526 -5.756227 1.246737 0.9 0.4 0.6 -0.0082
H -1.243437 -4.512271 0.788357 -0.2 -0.2 0.0 0.1172
H 0.460503 -4.223155 0.986287 0.3 0.0 -0.1 0.1235
H -1.511666 -2.344086 1.496156 -0.3 0.1 -0.2 0.1048
H 0.156217 -2.257974 2.066259 0.1 0.1 0.2 0.1041
H 3.943324 -5.075665 4.529756 -0.1 0.0 0.2 0.1166
H 6.154047 -4.530245 3.564316 0.1 0.0 0.1 0.0997
H 6.536082 -4.767071 1.120152 0.2 0.0 -0.1 0.0972
H 4.682025 -5.551904 -0.359858 0.1 0.0 -0.2 0.0946
H 2.484488 -6.089544 0.605458 -0.2 -0.1 -0.1 0.1088
C -5.258410 -1.582274 1.898996 0.0 0.0 0.0 -0.0801
C -4.461888 -0.455119 1.262456 -0.1 0.0 0.1 -0.2716
N -3.668102 -0.886898 0.123792 0.0 -0.1 0.1 -0.2040
C -2.691381 0.099051 -0.289627 0.2 0.1 0.0 -0.2582
C -3.187424 1.450744 -0.814231 0.1 0.1 -0.1 -0.0782
C -4.401883 -1.552946 -0.938279 -0.1 -0.1 -0.1 -0.2459
C -5.568722 -0.795295 -1.584839 0.0 0.0 -0.1 -0.0793
H -4.610458 -2.419158 2.153144 0.1 -0.1 0.0 0.0742
H -5.730111 -1.225416 2.814947 0.0 0.0 0.0 0.0753
H -6.051204 -1.946988 1.244833 0.0 0.0 0.0 0.0666
H -3.764153 -0.058150 2.005836 0.0 0.0 0.0 0.1175
H -5.147332 0.370639 1.013085 0.0 0.0 0.0 0.1014
H -2.037859 -0.357852 -1.039422 0.0 0.0 0.0 0.1142
H -2.051780 0.294739 0.579479 0.0 0.0 0.0 0.0923
H -3.593681 1.386164 -1.823061 -0.1 0.0 0.0 0.0609
H -2.343148 2.143107 -0.851078 0.0 0.0 0.0 0.0587
H -3.942879 1.891508 -0.162450 0.0 0.0 0.0 0.0635
H -4.782601 -2.497206 -0.542033 0.0 0.0 0.0 0.1026
H -3.679705 -1.833256 -1.709334 0.0 0.0 0.0 0.1128
H -6.220779 -0.341905 -0.837300 0.0 0.0 0.0 0.0662
H -6.175764 -1.489064 -2.168975 0.0 0.0 0.0 0.0719
H -5.230765 -0.010509 -2.260356 0.0 0.0 0.0 0.0550
C 1.389601 0.623416 1.023555 0.1 0.0 0.0 -0.0886
C 2.026829 1.876324 1.615201 -0.1 0.0 0.0 -0.2643
N 1.646879 3.094113 0.910693 -0.1 -0.1 0.0 -0.1988
C 2.467050 4.241629 1.239766 0.2 0.1 0.0 -0.2531
C 2.415872 4.776975 2.676191 0.0 0.1 0.0 -0.0843
C 0.216873 3.342713 0.813590 -0.1 -0.1 0.0 -0.2411
C -0.585877 3.457696 2.114754 -0.1 0.1 0.0 -0.0709
H 1.595736 0.566087 -0.046248 0.0 0.0 0.0 0.0811
H 1.800287 -0.269541 1.499412 0.0 0.0 0.0 0.0656
H 0.310224 0.600408 1.167554 -0.1 0.0 0.0 0.0450
H 3.112628 1.782006 1.532972 0.0 0.1 0.0 0.1165
H 1.803013 1.915545 2.693100 0.0 0.0 0.0 0.1030
H 2.205801 5.047332 0.548570 0.0 0.0 0.0 0.1107
H 3.502530 3.973208 1.007242 0.0 0.0 0.0 0.1087
H 1.482151 5.297458 2.886384 0.0 0.0 0.0 0.0534
H 3.227578 5.490491 2.830844 0.0 0.0 0.0 0.0695
H 2.535970 3.980240 3.411025 0.0 0.0 0.0 0.0660
H -0.215548 2.534581 0.220924 0.0 -0.1 0.0 0.0835
H 0.060372 4.244744 0.216595 0.1 0.0 0.0 0.1114
H -0.325618 2.681048 2.835283 0.0 0.0 0.0 0.0687
H -1.649708 3.351457 1.890942 0.0 0.0 0.0 0.0585
H -0.455215 4.425660 2.596873 0.0 0.0 0.0 0.0544
C -4.804123 5.375532 1.631637 0.0 0.0 0.0 -0.0857
C -3.950575 6.506959 1.078235 -0.1 0.0 0.1 -0.2741
N -3.156852 6.103164 -0.065852 0.1 0.0 0.0 -0.2005
C -2.113492 7.049324 -0.416385 0.1 0.0 0.0 -0.2575
C -2.527331 8.444253 -0.902210 0.0 0.0 0.0 -0.0832
C -3.901109 5.527674 -1.170593 -0.1 -0.2 -0.1 -0.2507
C -5.014777 6.368934 -1.810007 0.0 0.0 0.0 -0.0779
H -4.190090 4.498609 1.842461 0.0 0.0 0.0 0.0674
H -5.279849 5.692079 2.560332 0.0 0.0 0.0 0.0737
H -5.597145 5.082467 0.942783 0.0 0.0 0.0 0.0658
H -3.251696 6.828324 1.854981 0.0 0.0 0.0 0.1165
H -4.599727 7.372473 0.868745 0.0 0.0 0.0 0.1026
H -1.478627 6.581417 -1.174029 0.0 0.0 0.0 0.1087
H -1.480557 7.169162 0.469256 0.0 0.0 0.0 0.1068
H -2.933052 8.423695 -1.912549 0.0 0.0 0.0 0.0558
H -1.654683 9.100005 -0.916812 0.0 0.0 0.0 0.0703
H -3.268028 8.900393 -0.244958 0.0 0.0 0.0 0.0668
H -4.341457 4.589577 -0.822536 0.0 0.0 0.0 0.0902
H -3.183774 5.234909 -1.941079 0.1 0.0 0.0 0.1143
H -5.655919 6.832360 -1.058962 0.0 0.0 0.0 0.0665
H -5.647098 5.728541 -2.427831 0.0 0.0 0.0 0.0720
H -4.624007 7.155211 -2.453669 0.0 0.1 0.0 0.0549
C 2.556471 -3.803655 -3.266144 0.0 0.0 0.0 -0.0878
C 3.806371 -2.939753 -3.182692 -0.2 0.0 0.0 -0.2777
N 5.030635 -3.707369 -3.294365 0.1 0.0 0.1 -0.2049
C 6.217836 -2.955341 -2.926788 0.1 0.1 0.1 -0.2543
C 6.594811 -1.740386 -3.784232 0.1 0.0 0.0 -0.0833
C 5.142592 -4.537870 -4.481460 0.0 -0.1 -0.1 -0.2478
C 5.029965 -3.859001 -5.853378 0.0 0.0 0.0 -0.0800
H 2.597809 -4.613646 -2.535979 0.0 0.0 0.0 0.0705
H 1.675284 -3.196464 -3.055523 0.0 0.0 0.0 0.0716
H 2.420698 -4.241342 -4.255476 0.0 0.0 0.0 0.0656
H 3.817269 -2.446585 -2.206831 0.1 0.0 0.0 0.1158
H 3.732849 -2.138212 -3.934677 0.0 0.0 0.0 0.1025
H 7.063152 -3.648020 -2.896501 0.0 0.0 -0.1 0.1100
H 6.078685 -2.615354 -1.895193 -0.1 0.0 0.0 0.1064
H 7.001789 -2.030780 -4.751271 0.0 0.0 0.0 0.0553
H 7.362398 -1.155763 -3.273481 0.0 0.0 0.0 0.0707
H 5.742739 -1.082232 -3.953958 0.0 0.0 0.0 0.0664
H 4.372163 -5.310794 -4.421769 0.0 0.0 0.0 0.1003
H 6.092301 -5.073647 -4.416934 0.0 0.0 0.0 0.1136
H 4.185389 -3.169964 -5.897106 0.0 0.0 0.0 0.0663
H 4.872348 -4.616445 -6.623154 0.0 0.0 0.0 0.0720
H 5.929907 -3.308216 -6.120450 0.0 0.1 0.0 0.0542
```
Positions in Å, forces in eV/Å.

Summary:
Calculated total energy = -67247.6600 eV
HOMO level = -8.19 eV
LUMO = -0.001 Ha
Gap between HOMO and LUMO = 8.17 eV
SMILES = O=C(ON(CCF)S(=O)(=O)F)c1ccccc1.CCN(CC)CC.CCN(CC)CC.CCN(CC)CC.CCN(CC)CC
Maximum force = 3.0 eV/Å